Formula: C12H18EuN5O7S3
Source: the OMol25 dataset
Level of theory: wB97M-V/def2-TZVPD

Cartesian coordinates (Å):
Eu  -1.82811  -0.45190  -0.48088
O  -4.65780  -3.30729  -0.49170
S  -3.66734  -2.22773  -0.55186
O  -2.28569  -2.74733  -0.88706
O  -3.53679  -1.50794  0.75351
O  -3.98400  -1.20835  -1.58493
O  -1.53424  4.04251  0.80769
C  -0.19219  4.15235  0.91276
C  0.32336  5.33813  1.44564
C  1.69202  5.49868  1.58402
C  2.57035  4.48757  1.19876
C  2.04267  3.32000  0.66235
C  0.67791  3.12617  0.50099
C  0.10824  1.84162  -0.09738
O  -1.16026  1.71958  0.00353
N  1.00800  1.03545  -0.60177
N  0.51043  -0.18261  -1.16139
C  1.39544  -1.07079  -1.14969
S  1.12929  -2.71512  -1.77116
C  2.85001  -3.05704  -1.98690
C  3.60765  -2.46596  -0.80215
S  3.07031  -0.77701  -0.55318
H  -1.65479  3.11026  0.45882
H  -0.37435  6.11184  1.74421
H  2.07640  6.42408  2.00219
H  3.64085  4.60550  1.31541
H  2.69326  2.51137  0.34602
H  3.22751  -2.62676  -2.91720
H  2.95120  -4.14315  -2.04046
H  4.68191  -2.44807  -1.00161
H  3.41868  -3.07490  0.08357
C  -0.33005  -2.06688  3.66390
C  -0.71019  -2.23547  2.20923
N  -1.20190  -3.42929  1.82298
O  -0.51827  -1.31079  1.43993
H  -0.51248  -2.94700  4.28422
H  -0.88774  -1.22029  4.06369
H  0.72980  -1.81737  3.69144
H  -1.49202  -4.07392  2.53305
H  -1.58131  -3.48203  0.87730
N  -1.59112  -0.73309  -3.45226
N  -2.12743  0.49438  -2.94576
H  -1.81640  -0.83825  -4.43719
H  -2.06345  -1.48325  -2.96452
H  -3.11216  0.57965  -3.18411
H  -1.58519  1.25045  -3.34203

Output
Expectation value of S²: 15.76
Spin multiplicity: 8
Charge: -1
F_max (eV/A): 4.20
HOMO level (spin up / spin down) (eV): -2.76 / -5.29